Computed, not measured: a structure of composition C57H44N2OP2SW in a non-equilibrium geometry, with ωB97M-V with the def2-TZVPD basis set.

Results
HOMO (spin up / spin down) ... -17.37 / -17.35 eV
Relative energy (zero: lowest compared OMol25 entry of this formula, charge and spin) ... 0.0 kcal per mole
Charge ... +4
DFT total energy ... -3529.94559 a.u.
Orbital gap (spin up / spin down) ... 5.848 / 5.819 eV
2S+1 ... 3

Element x y z (Å)
1 W -0.184 1.032 -0.773
2 O 0.881 -0.378 0.322
3 S 0.224 -1.576 1.136
4 C 0.989 -1.448 2.709
5 C 0.981 -2.604 3.473
6 C 1.618 -2.688 4.716
7 C 2.293 -1.581 5.156
8 C 3.122 -1.379 6.398
9 C 3.577 0.099 6.334
10 C 2.956 0.640 5.072
11 C 2.988 1.892 4.536
12 C 2.211 2.128 3.391
13 C 1.466 1.154 2.735
14 P 0.313 1.830 1.550
15 C -1.343 1.188 1.928
16 C -1.745 0.651 3.150
17 C -3.102 0.459 3.384
18 C -4.052 0.784 2.415
19 C -3.661 1.268 1.176
20 C -2.307 1.461 0.953
21 C 0.193 3.607 1.723
22 C 0.957 4.398 0.855
23 C 0.896 5.782 0.938
24 C 0.066 6.375 1.884
25 C -0.685 5.591 2.754
26 C -0.623 4.207 2.681
27 C 1.532 -0.214 3.200
28 C 2.233 -0.384 4.411
29 C 0.874 -2.954 0.325
30 C 1.960 -3.690 0.778
31 C 2.381 -4.865 0.143
32 C 1.674 -5.294 -0.951
33 C 1.827 -6.528 -1.802
34 C 0.726 -6.406 -2.887
35 C 0.050 -5.090 -2.600
36 C -0.962 -4.432 -3.252
37 C -1.364 -3.187 -2.754
38 C -0.803 -2.581 -1.629
39 P -1.568 -0.988 -1.253
40 C -3.274 -1.311 -0.809
41 C -3.499 -1.911 0.433
42 C -4.766 -2.366 0.757
43 C -5.810 -2.226 -0.150
44 C -5.585 -1.643 -1.390
45 C -4.317 -1.192 -1.730
46 C -1.510 0.019 -2.751
47 C -2.467 1.034 -2.974
48 C -2.465 1.755 -4.155
49 C -1.507 1.478 -5.130
50 C -0.540 0.496 -4.922
51 C -0.541 -0.232 -3.746
52 C 0.196 -3.289 -0.891
53 C 0.616 -4.504 -1.454
54 H 0.489 -3.491 3.091
55 H 1.599 -3.615 5.274
56 H 3.965 -2.071 6.413
57 H 2.534 -1.593 7.290
58 H 4.662 0.199 6.300
59 H 3.243 0.671 7.200
60 H 3.539 2.703 4.992
61 H 2.170 3.147 3.030
62 H -1.022 0.443 3.928
63 H -3.429 0.085 4.346
64 H -5.106 0.664 2.632
65 H -4.399 1.520 0.426
66 H -2.012 1.994 0.038
67 H 1.652 3.935 0.156
68 H 1.503 6.397 0.287
69 H 0.014 7.454 1.953
70 H -1.317 6.062 3.495
71 H -1.207 3.606 3.369
72 H 2.488 -3.367 1.664
73 H 3.227 -5.415 0.533
74 H 1.712 -7.426 -1.195
75 H 2.828 -6.578 -2.234
76 H 0.003 -7.221 -2.829
77 H 1.131 -6.429 -3.899
78 H -1.442 -4.839 -4.132
79 H -2.151 -2.669 -3.293
80 H -2.694 -2.026 1.149
81 H -4.941 -2.837 1.716
82 H -6.798 -2.587 0.103
83 H -6.393 -1.556 -2.104
84 H -4.161 -0.782 -2.719
85 H -3.235 1.226 -2.231
86 H -3.226 2.503 -4.337
87 H -1.527 2.019 -6.068
88 H 0.189 0.281 -5.692
89 H 0.185 -1.022 -3.599
90 N -0.422 3.021 -1.747
91 C 0.657 3.231 -2.719
92 C 0.703 4.317 -3.544
93 C 1.788 4.483 -4.435
94 C 2.801 3.566 -4.459
95 C 2.765 2.435 -3.606
96 C 3.781 1.455 -3.578
97 C 3.682 0.384 -2.727
98 C 2.565 0.271 -1.902
99 N 1.579 1.173 -1.904
100 C 1.673 2.270 -2.741
101 H -1.319 3.146 -2.217
102 H -0.362 3.750 -1.025
103 H -0.087 5.059 -3.517
104 H 1.815 5.347 -5.084
105 H 3.647 3.695 -5.124
106 H 4.639 1.561 -4.233
107 H 4.449 -0.376 -2.679
108 H 2.451 -0.561 -1.223